Run i
{"formula": "C2H5OP", "method": "the ωB97M-V functional and the def2-TZVPD basis", "e_lumo_ev": [-1.21, -1.92], "multiplicity": 1, "orbital_gap_ev": [7.60, 6.46], "species": ["C", "C", "O", "P", "H", "H", "H", "H", "H"], "coordinates": [[-1.9110, 0.4298, -0.0933], [2.1750, -0.5885, -0.2850], [0.2745, -0.5317, 1.5997], [0.4503, -0.3472, 0.1587], [-2.2967, 0.5980, 0.9113], [-1.5200, 1.1950, -0.7221], [2.8422, -0.1859, 0.4072], [2.4142, -0.2766, -1.3212], [-2.4285, -0.2928, -0.6552]]}

***

Run ii
{"formula": "C2H5OP", "method": "the ωB97M-V functional and the def2-TZVPD basis", "smiles": "O/C=C\\P", "e_lumo_ev": 0.68, "multiplicity": 1, "orbital_gap_ev": 9.04, "species": ["O", "C", "C", "P", "H", "H", "H", "H", "H"], "coordinates": [[-0.3851, 0.9505, -1.0011], [-0.8921, -0.2261, -0.5051], [-0.4053, -0.6041, 0.6809], [0.9932, 0.5875, 1.1071], [-0.6596, 1.1450, -1.9044], [-1.6324, -0.7167, -1.1261], [-0.6767, -1.5059, 1.1909], [1.8943, 0.7964, -0.1382], [1.7637, -0.4265, 1.6960]]}

***

Result of the stability comparison: run i is the least stable of them.

***

Run i
{"formula": "C3H2N2OS", "method": "the ωB97M-V functional and the def2-TZVPD basis", "smiles": "S=c1ncocn1", "e_lumo_ev": -0.77, "multiplicity": 1, "orbital_gap_ev": 8.08, "species": ["S", "C", "N", "C", "O", "C", "N", "H", "H"], "coordinates": [[-1.2399, 1.5285, 2.1280], [-0.3143, 0.8515, 0.9687], [0.2087, -0.4224, 1.2657], [0.4039, -1.2116, 0.2705], [0.2183, -0.9399, -1.1221], [0.0697, 0.4290, -1.2667], [-0.1609, 1.3409, -0.3322], [0.7195, -2.1919, 0.4138], [0.0951, 0.6159, -2.3256]]}

***

Run ii
{"formula": "C3H2N2OS", "method": "the ωB97M-V functional and the def2-TZVPD basis", "smiles": "[H]/N=C1/N=CSC1=O", "e_lumo_ev": -1.07, "multiplicity": 1, "orbital_gap_ev": 9.14, "species": ["H", "N", "C", "N", "C", "S", "C", "O", "H"], "coordinates": [[2.5908, 0.3460, 0.0102], [2.2529, -0.6024, 0.0592], [0.9839, -0.5418, -0.0513], [0.1143, -1.6334, -0.0258], [-1.0948, -1.2484, 0.0088], [-1.5044, 0.4829, 0.0209], [0.2607, 0.8243, -0.0301], [0.7463, 1.9147, -0.0143], [-1.9606, -1.9434, -0.0294]]}

***

Run iii
{"formula": "C3H2N2OS", "method": "the ωB97M-V functional and the def2-TZVPD basis", "e_lumo_ev": 0.06, "multiplicity": 1, "orbital_gap_ev": 9.23, "species": ["C", "C", "C", "H", "H", "N", "N", "O", "S"], "coordinates": [[-2.0987, -0.4786, -0.0031], [-0.6512, -0.4533, 0.0159], [1.2389, 0.7819, 0.0242], [1.6754, 1.2379, -0.8663], [1.5445, 1.3124, 0.9677], [-3.2432, -0.5894, -0.0174], [0.0236, -1.5517, -0.0143], [-0.1645, 0.8071, -0.0822], [1.6752, -1.0663, -0.0244]]}

***

Result of the stability comparison: run iii is the least stable of them.

***

Run i
{"formula": "C3H7O2S", "method": "the ωB97M-V functional and the def2-TZVPD basis", "e_lumo_ev": 3.95, "multiplicity": 1, "total_charge": -1, "orbital_gap_ev": 7.00, "species": ["O", "C", "C", "C", "S", "H", "H", "H", "H", "H", "H", "H", "O"], "coordinates": [[-0.0511, 2.8531, 0.8633], [-0.0429, 1.7023, 0.5000], [0.2238, 1.2789, -0.9000], [0.6836, -0.1873, -1.0048], [-0.6318, -1.4196, -0.9205], [-0.1968, 0.9181, 1.2585], [1.0876, 1.8979, -1.1877], [-0.5762, 1.5409, -1.5852], [1.5226, -0.2510, -0.2962], [1.1546, -0.3043, -1.9873], [-0.5336, -2.6260, 2.0283], [0.1978, -1.5757, 1.3541], [0.2130, -2.0469, 2.1912]]}

***

Run ii
{"formula": "C3H7O2S", "method": "the ωB97M-V functional and the def2-TZVPD basis", "e_lumo_ev": 4.02, "multiplicity": 1, "total_charge": -1, "orbital_gap_ev": 7.12, "species": ["O", "C", "C", "C", "S", "H", "H", "H", "H", "H", "H", "H", "O"], "coordinates": [[0.0131, -0.0128, 2.6210], [-0.0311, -0.2182, 1.4143], [1.1838, -0.1929, 0.5704], [0.8826, 0.4030, -0.7610], [0.3215, -0.8756, -1.9340], [-1.0319, -0.2158, 1.0104], [2.1054, 0.2814, 0.9460], [1.5282, -1.2204, 0.3564], [0.1906, 1.2232, -0.7082], [1.8130, 1.0063, -1.0725], [-2.0715, 0.3591, -1.4494], [-2.2200, -0.6573, -0.3130], [-2.6836, 0.1200, -0.6803]]}

***

Result of the stability comparison: run ii is the least stable of them.

***

Run i
{"formula": "C3H7O2S", "method": "the ωB97M-V functional and the def2-TZVPD basis", "e_lumo_ev": 3.60, "multiplicity": 1, "total_charge": -1, "orbital_gap_ev": 7.94, "species": ["C", "C", "S", "H", "H", "H", "H", "H", "H", "O", "C", "O", "H"], "coordinates": [[0.8510, -1.9143, 0.1421], [-0.3846, -1.4455, -0.5858], [-1.6282, -0.5790, 0.4080], [1.0290, -1.2722, 1.0039], [0.7799, -2.9835, 0.3812], [1.7263, -1.8886, -0.5232], [-0.8205, -2.2608, -1.2309], [-0.1054, -0.7299, -1.3650], [-0.8583, 0.5699, 0.4845], [1.2950, 1.2585, 0.8767], [1.2003, 1.6591, -0.3025], [0.1952, 2.0235, -0.9522], [2.1804, 1.6949, -0.8581]]}

***

Run ii
{"formula": "C3H7O2S", "method": "the ωB97M-V functional and the def2-TZVPD basis", "e_lumo_ev": 4.00, "multiplicity": 1, "total_charge": -1, "orbital_gap_ev": 6.95, "species": ["O", "C", "C", "C", "S", "H", "H", "H", "H", "H", "H", "H", "O"], "coordinates": [[0.3307, -1.2284, -2.8615], [0.3450, -0.8973, -1.6990], [-0.8646, -0.6115, -0.8682], [-0.7499, 0.6585, 0.0281], [0.7739, 1.6417, -0.1618], [1.2930, -0.7974, -1.1489], [-1.0172, -1.5074, -0.2445], [-1.7357, -0.5775, -1.5310], [-1.0579, 0.4435, 1.0546], [-1.5446, 1.2700, -0.3375], [1.7715, -0.1600, 2.4957], [1.0129, 1.1657, 2.3056], [1.4429, 0.6002, 2.9683]]}

***

Result of the stability comparison: run ii is the least stable of them.

***

Run i
{"formula": "C8H14N2O4", "method": "the ωB97M-V functional and the def2-TZVPD basis", "smiles": "O=C(O)[C@H](CO)NC(=O)[C@@H]1CCCN1", "e_lumo_ev": 0.58, "multiplicity": 1, "orbital_gap_ev": 10.10, "species": ["O", "C", "O", "C", "C", "O", "N", "C", "O", "C", "C", "C", "C", "N", "H", "H", "H", "H", "H", "H", "H", "H", "H", "H", "H", "H", "H", "H"], "coordinates": [[-0.5179, 2.0457, 3.4550], [-0.3940, 0.9833, 2.9377], [0.0470, -0.0937, 3.5863], [-0.7903, 0.6738, 1.4713], [-2.2576, 1.0479, 1.3368], [-3.0365, 0.1710, 2.0600], [-0.5360, -0.6954, 1.0878], [-0.0749, -1.1531, -0.1248], [0.3022, -2.2949, -0.1814], [-0.0209, -0.1422, -1.2708], [0.3216, -0.8919, -2.5843], [1.8611, -0.8913, -2.5921], [2.3079, 0.1246, -1.4680], [1.0547, 0.8103, -1.0151], [0.3263, 0.0762, 4.5127], [-0.2521, 1.3579, 0.8187], [-2.3491, 2.0848, 1.6742], [-2.5852, 1.0500, 0.2815], [-2.9893, -0.7141, 1.6468], [-0.3172, -1.3675, 1.8252], [-0.9802, 0.3974, -1.3828], [-0.0227, -0.2646, -3.4259], [-0.2860, -1.8169, -2.6429], [2.2840, -1.8820, -2.4105], [2.2245, -0.5343, -3.5556], [2.6719, -0.4956, -0.6355], [3.1274, 0.8426, -1.7185], [0.8811, 1.5719, -1.6856]]}

***

Run ii
{"formula": "C8H14N2O4", "method": "the ωB97M-V functional and the def2-TZVPD basis", "smiles": "C/C=C/N(C(=O)OCC)/C(C)=[N+](/[O-])O", "e_lumo_ev": 0.74, "multiplicity": 1, "orbital_gap_ev": 9.39, "species": ["C", "C", "C", "N", "C", "O", "O", "C", "C", "C", "C", "N", "O", "O", "H", "H", "H", "H", "H", "H", "H", "H", "H", "H", "H", "H", "H", "H"], "coordinates": [[1.4127, 1.2007, 3.8256], [0.9881, 1.1972, 2.4592], [0.2613, 0.3110, 1.7934], [-0.0547, 0.3442, 0.3258], [0.5067, -0.7652, -0.2252], [1.0826, -1.6194, 0.4480], [0.3559, -0.8232, -1.5303], [0.7840, -2.0840, -2.0960], [-0.4190, -2.9334, -2.3047], [-0.7281, 1.2847, -0.5500], [-0.0118, 2.1270, -1.5292], [-2.0122, 1.2455, -0.5025], [-2.7390, 2.1174, -0.9769], [-2.6047, 0.3009, 0.2875], [1.0625, 2.0101, 4.3298], [2.4456, 1.1791, 3.8147], [0.8220, 0.3317, 4.3763], [1.4039, 1.9925, 1.8771], [-0.1349, -0.5830, 2.3365], [1.4108, -1.6971, -2.8705], [1.4517, -2.4794, -1.3548], [-0.7754, -3.5115, -1.4733], [-1.4192, -2.6300, -2.7708], [-0.1785, -3.8768, -2.9344], [0.1331, 1.3790, -2.2901], [0.8834, 2.5184, -1.0827], [-0.5195, 2.8230, -2.0302], [-3.4073, 0.6406, 0.6477]]}

***

Result of the stability comparison: run ii is the least stable of them.

***

Run i
{"formula": "C10H18O2", "method": "the ωB97M-V functional and the def2-TZVPD basis", "smiles": "CC(C)[C@]12CC[C@](C)(CC1)OO2", "e_lumo_ev": 0.91, "multiplicity": 1, "orbital_gap_ev": 9.65, "species": ["C", "C", "C", "C", "C", "C", "C", "C", "C", "C", "O", "O", "H", "H", "H", "H", "H", "H", "H", "H", "H", "H", "H", "H", "H", "H", "H", "H", "H", "H"], "coordinates": [[0.6228, 2.2460, -0.1816], [0.5064, 1.1358, -1.2477], [1.8455, 1.0752, -1.9830], [0.0307, -0.2774, -0.7192], [-1.1114, -0.1530, 0.3950], [-1.6018, -1.5362, 0.9030], [-0.7521, -2.6350, 0.2896], [-1.1885, -3.9720, 0.8443], [-0.8761, -2.6183, -1.2302], [-0.6037, -1.1682, -1.7706], [0.6282, -2.2897, 0.5445], [1.1004, -1.0471, -0.1105], [1.1460, 1.8553, 0.7174], [1.2042, 3.0727, -0.6105], [-0.3846, 2.6384, 0.0781], [-0.2989, 1.4857, -1.9173], [2.0218, 2.0268, -2.4970], [1.8028, 0.2828, -2.7135], [2.6447, 0.8934, -1.2488], [-0.7025, 0.3805, 1.2602], [-1.9366, 0.4167, -0.0120], [-2.6464, -1.6926, 0.7056], [-1.4928, -1.6139, 2.0133], [-0.5712, -4.7546, 0.4109], [-1.1134, -4.0348, 1.9123], [-2.2251, -4.1965, 0.5536], [-0.1584, -3.3163, -1.6588], [-1.8447, -2.9696, -1.5469], [-0.0036, -1.2858, -2.6728], [-1.5527, -0.6538, -2.0768]]}

***

Run ii
{"formula": "C10H18O2", "method": "the ωB97M-V functional and the def2-TZVPD basis", "smiles": "CC[C@@]12OC[C@@H](O1)[C@H](C)C[C@@H]2C", "e_lumo_ev": 1.00, "multiplicity": 1, "orbital_gap_ev": 10.47, "species": ["C", "C", "C", "O", "C", "C", "O", "C", "C", "C", "C", "C", "H", "H", "H", "H", "H", "H", "H", "H", "H", "H", "H", "H", "H", "H", "H", "H", "H", "H"], "coordinates": [[-0.5006, -3.3241, -0.0445], [-1.2139, -2.0975, 0.6893], [-0.4238, -0.7494, 0.4454], [-0.9353, 0.1822, 1.3173], [0.1590, 0.9118, 1.9097], [1.4188, 0.5080, 1.1810], [0.9344, -0.8373, 0.9552], [1.4819, 1.1306, -0.2940], [2.0232, 2.5704, -0.1627], [0.1539, 1.1815, -1.1042], [-0.5434, -0.1329, -0.9529], [-2.0327, 0.2015, -1.4067], [0.5261, -3.5859, 0.3306], [-1.1564, -4.1960, 0.0733], [-0.3915, -3.1034, -1.0810], [-2.2541, -2.0631, 0.3421], [-1.3200, -2.3835, 1.7218], [0.2087, 0.6077, 2.9293], [-0.0421, 1.9170, 1.9368], [2.3401, 0.5527, 1.7332], [2.2010, 0.5176, -0.8590], [1.2996, 3.2678, -0.0117], [2.7881, 2.5338, 0.6266], [2.5131, 2.9352, -1.0382], [-0.4877, 2.0498, -0.8537], [0.4799, 1.3844, -2.1007], [-0.0588, -0.8702, -1.7249], [-2.6137, -0.7538, -1.6606], [-2.5155, 0.7065, -0.6065], [-2.0381, 0.9386, -2.2902]]}

***

Result of the stability comparison: run i is the least stable of them.